[1]
# C33H38As2CuO4STe

A molecular structure, C33H38As2CuO4STe (ωB97M-V/def2-TZVPD, OMol25).

HOMO energy (alpha / beta), eV: -1.4978 / -1.6408
Frontier orbital gap (alpha / beta), eV: 5.8 / 6.0
Charge: -2
Max |F|, eV/Å: 0.19
Relative energy (zero: lowest compared OMol25 entry of this formula, charge and spin), eV: 0.112
Spin multiplicity: 2

Each line ends with the Löwdin spin population.
Positions of all 80 atoms, in Å:
Te (3.10, -1.26, 1.52)  0.177
As (-2.58, 0.33, 0.48)  0.000
As (-1.08, -1.36, 2.91)  0.000
Cu (1.33, -2.56, 0.07)  0.538
S (0.68, -4.60, 1.60)  0.000
O (0.80, -4.15, 2.99)  0.000
O (0.41, -6.02, 1.47)  0.011
O (1.98, -4.23, 0.86)  0.067
O (-0.34, -3.75, 0.87)  0.042
C (-0.04, -1.28, 4.57)  0.000
C (-0.58, -1.69, -3.41)  0.012
C (-4.81, 1.46, 3.91)  0.000
C (-3.02, 0.06, 4.68)  0.000
C (-0.18, 3.45, -2.41)  0.000
C (3.14, 3.25, -0.54)  0.008
C (0.95, 2.26, -4.16)  0.000
C (-2.08, -2.98, 3.36)  0.000
C (0.77, -1.30, -1.34)  0.069
C (-4.39, 1.25, 2.60)  0.000
C (3.74, 0.89, -0.61)  0.008
C (3.10, 4.61, -1.18)  0.002
C (1.82, 1.61, 2.61)  0.005
C (4.35, -0.23, -1.40)  0.001
C (3.72, 2.17, -1.18)  -0.001
C (1.03, 1.14, -3.34)  -0.002
C (-4.19, 0.95, -0.48)  0.000
C (0.28, -2.98, -5.26)  0.012
C (-4.12, 0.87, 4.96)  0.000
C (1.61, -2.66, -3.27)  0.013
C (1.45, -3.19, -4.55)  -0.001
C (2.55, 3.03, 0.70)  -0.002
C (0.61, -1.88, -2.69)  0.015
C (3.15, 0.68, 0.65)  0.014
C (-0.74, -2.23, -4.68)  0.000
C (-0.09, 2.33, -1.60)  -0.002
C (0.61, 0.01, -1.11)  -0.001
C (-2.59, -0.15, 3.37)  0.000
C (-3.29, 0.45, 2.32)  0.000
C (2.55, 1.77, 1.29)  0.009
C (-2.87, -1.57, 0.06)  0.000
C (0.50, 1.15, -2.05)  0.001
C (0.34, 3.42, -3.70)  -0.002
H (4.80, 0.16, -2.32)  0.000
H (-2.64, -2.83, 4.29)  0.000
H (-4.02, 0.75, -1.54)  0.000
H (-2.77, -3.22, 2.55)  0.000
H (0.98, 0.92, 2.49)  0.000
H (2.47, 1.16, 3.37)  0.004
H (-5.09, 0.42, -0.16)  0.000
H (3.61, 5.36, -0.58)  0.000
H (-3.78, -1.93, 0.54)  0.000
H (-1.35, -3.78, 3.46)  0.000
H (-1.67, -2.07, -5.21)  0.000
H (-5.67, 2.10, 4.11)  0.000
H (2.24, -3.79, -4.98)  0.000
H (1.38, 2.23, -5.15)  0.000
H (-2.98, -1.64, -1.02)  0.000
H (0.78, -1.99, 4.42)  0.000
H (-1.37, -1.10, -2.96)  0.000
H (-4.33, 2.03, -0.36)  0.000
H (0.28, 4.30, -4.34)  0.000
H (0.15, -3.40, -6.25)  0.001
H (-2.49, -0.41, 5.50)  0.000
H (2.06, 3.85, 1.21)  0.000
H (2.51, -2.86, -2.71)  0.001
H (3.58, -0.95, -1.67)  -0.001
H (-0.64, 4.36, -2.04)  0.000
H (4.17, 2.31, -2.16)  0.000
H (5.09, -0.77, -0.82)  0.001
H (0.63, 0.34, -0.07)  0.001
H (-0.62, -1.58, 5.44)  0.000
H (-4.43, 1.02, 5.98)  0.000
H (3.57, 4.59, -2.17)  0.000
H (1.54, 0.26, -3.70)  0.000
H (-2.02, -2.18, 0.36)  0.000
H (1.45, 2.57, 2.96)  0.000
H (2.06, 4.94, -1.32)  0.000
H (-4.94, 1.73, 1.80)  0.000
H (-0.47, 2.37, -0.59)  0.000
H (0.37, -0.28, 4.72)  0.000



[2]
# C38H25F3N10PS3Ti

A molecular structure, C38H25F3N10PS3Ti at a distorted geometry (ωB97M-V/def2-TZVPD, OMol25).

HOMO energy (alpha / beta), eV: -7.7982 / -7.8553
Frontier orbital gap (alpha / beta), eV: 6.0 / 5.9
Max |F|, eV/Å: 3.17
Relative energy (zero: lowest compared OMol25 entry of this formula, charge and spin), eV: 1.636
Spin multiplicity: 2

Each line ends with the Löwdin spin population.
Positions of all 81 atoms, in Å:
Ti (-1.02, 1.81, -0.54)  0.931
S (-0.37, 2.12, 1.84)  -0.003
S (2.90, 1.10, 1.78)  0.003
S (0.89, 3.58, -0.94)  -0.017
P (1.09, 0.84, 2.50)  0.000
F (3.75, 4.11, -2.83)  0.000
F (4.26, 4.03, -0.73)  0.000
F (5.24, 2.73, -2.12)  0.000
N (-2.61, 0.21, 0.54)  0.001
N (-4.00, 3.40, 3.61)  0.002
N (-1.64, 0.05, -1.81)  -0.002
N (-2.60, 3.25, -0.38)  0.011
N (2.31, -5.34, -3.81)  0.001
N (-3.59, 4.52, 1.42)  0.007
N (-1.15, 2.85, -5.50)  0.005
N (0.99, 1.00, -1.06)  -0.001
N (-1.32, 2.51, -2.72)  0.000
N (-4.33, -1.66, 1.50)  0.001
C (-2.73, -0.94, -0.06)  0.001
C (-4.16, -0.49, 2.12)  0.001
C (1.02, 1.34, 7.08)  0.000
C (4.04, 3.25, -1.83)  0.000
C (0.25, 2.17, 6.35)  0.000
C (-0.54, -2.20, -2.93)  0.012
C (-3.07, 3.76, 0.55)  0.008
C (-0.40, -0.93, -3.58)  -0.004
C (0.41, -3.33, -3.28)  0.001
C (-3.31, 0.51, 1.59)  0.002
C (0.79, -3.68, -4.59)  0.002
C (1.58, -0.17, -1.09)  0.002
C (-1.34, -2.29, -1.82)  -0.002
C (3.07, 2.04, -1.57)  0.000
C (-3.59, -1.91, 0.41)  0.000
C (-1.10, 1.46, -3.62)  0.004
C (-1.02, 1.63, -4.97)  0.000
C (0.74, -3.15, 1.54)  0.000
C (2.91, -0.33, -1.39)  0.000
C (-0.78, -1.19, 2.88)  0.000
C (1.09, 1.13, 4.32)  -0.001
C (-1.82, -1.13, -1.24)  0.012
C (1.72, 2.13, -1.20)  0.004
C (3.67, 0.82, -1.64)  0.003
C (-1.24, 3.85, -4.64)  0.001
C (1.91, -5.02, -2.57)  0.000
C (-1.24, -2.52, 2.81)  0.000
C (1.90, 0.33, 5.16)  0.000
C (1.71, -4.72, -4.80)  0.000
C (0.25, 2.05, 4.93)  0.000
C (-3.81, 3.90, 2.58)  0.001
C (0.43, -0.88, 2.23)  0.000
C (-1.32, 3.71, -3.28)  0.005
C (1.00, -4.02, -2.29)  0.001
C (1.93, 0.41, 6.51)  0.000
C (-1.03, 0.15, -3.00)  0.009
C (-0.51, -3.48, 2.12)  0.000
C (1.18, -1.88, 1.65)  0.000
H (-0.43, 2.61, 4.31)  0.000
H (-1.49, 4.63, -2.70)  0.000
H (0.95, 1.35, 8.16)  0.000
H (2.41, -5.58, -1.76)  0.000
H (0.86, -3.79, -1.28)  0.000
H (2.52, -0.24, 7.14)  0.000
H (0.35, -3.10, -5.40)  0.000
H (3.36, -1.33, -1.45)  0.000
H (-1.27, 4.85, -5.08)  0.000
H (2.24, -1.67, 1.34)  0.000
H (0.24, -0.76, -4.43)  0.000
H (2.59, -0.34, 4.65)  0.000
H (-0.93, -4.50, 2.15)  0.000
H (-0.96, 0.78, -5.69)  0.000
H (-3.14, 1.46, 2.09)  0.001
H (-0.45, 2.96, 6.78)  0.000
H (4.79, 0.75, -1.66)  0.000
H (0.96, -1.04, -0.92)  0.000
H (2.06, -4.94, -5.81)  0.000
H (-4.71, -0.26, 3.02)  0.000
H (-1.52, -3.30, -1.32)  0.000
H (1.34, -3.91, 1.10)  0.000
H (-3.64, -2.87, -0.05)  0.000
H (-1.35, -0.41, 3.37)  0.000
H (-2.18, -2.80, 3.23)  0.000



[3]
# C4H13N2S

A gas-phase ion, C4H13N2S (charge +1) at a distorted geometry (ωB97M-V/def2-TZVPD, OMol25).

HOMO energy, eV: -12.4270
SMILES: NC[C@H]([NH3+])CCS
Frontier orbital gap, eV: 9.0
Charge: +1
Max |F|, eV/Å: 4.20
Relative energy (zero: lowest compared OMol25 entry of this formula, charge and spin), eV: 1.502

Each line ends with the natural charge from an NBO analysis.
Positions of all 20 atoms, in Å:
S (-1.89, 3.19, -0.08)  0.046
N (1.85, -2.09, 0.07)  -0.874
N (-0.33, -0.98, -0.97)  -0.706
C (-1.72, 1.44, -0.03)  -0.567
C (0.03, -0.45, 0.37)  -0.091
C (-0.26, 1.04, 0.57)  -0.426
C (1.55, -0.68, 0.47)  -0.250
H (1.70, -0.77, 1.53)  0.227
H (-1.34, 3.40, -1.28)  0.122
H (-2.41, 1.06, 0.72)  0.230
H (-1.30, -1.24, -1.18)  0.445
H (-2.05, 0.99, -1.00)  0.201
H (0.31, -1.83, -1.05)  0.478
H (-0.48, -0.90, 1.23)  0.241
H (-0.48, 1.38, 1.56)  0.262
H (1.43, -2.76, 0.75)  0.374
H (2.86, -2.22, 0.17)  0.401
H (2.18, 0.00, -0.14)  0.227
H (0.44, 1.67, -0.02)  0.220
H (-0.11, -0.29, -1.69)  0.438



[4]
# C4H7N3

C4H7N3 in the gas phase at a distorted geometry (ωB97M-V/def2-TZVPD, OMol25).

HOMO energy, eV: -9.0735
SMILES: [H]/N=C(/C=C)NN=C
Frontier orbital gap, eV: 9.8
Max |F|, eV/Å: 7.19
Relative energy (zero: lowest compared OMol25 entry of this formula, charge and spin), eV: 4.533

Each line ends with the natural charge from an NBO analysis.
Positions of all 14 atoms, in Å:
N (1.48, 0.47, 1.65)  -0.600
N (-1.23, 0.18, -0.44)  -0.246
N (-0.62, 0.07, 0.82)  -0.466
C (-2.41, 0.69, -0.74)  -0.158
C (1.48, -0.52, -0.41)  -0.218
C (0.99, -1.17, -1.53)  -0.343
C (0.73, 0.17, 0.68)  0.349
H (-2.73, 0.71, -1.89)  0.208
H (0.62, 0.66, 2.20)  0.302
H (-3.17, 1.23, -0.02)  0.164
H (0.04, -1.22, -1.87)  0.210
H (2.52, -0.38, -0.26)  0.218
H (-1.32, 0.36, 1.68)  0.383
H (1.87, -1.47, -2.06)  0.196